*1*
{
  "formula": "C12H13N2",
  "method": "the ωB97M-V functional and the def2-TZVPD basis",
  "elements": ["C", "C", "C", "C", "C", "C", "C", "N", "N", "C", "C", "C", "C", "C", "H", "H", "H", "H", "H", "H", "H", "H", "H", "H", "H", "H", "H"],
  "coordinates": [[4.972, -0.085, 0.144], [3.425, -0.080, -0.013], [2.624, -1.151, -0.416], [1.282, -1.005, -0.498], [0.737, 0.234, -0.180], [-0.716, 0.256, -0.153], [-1.471, -0.469, -1.021], [-2.800, -0.225, -0.865], [-2.881, 0.630, 0.168], [-1.641, 0.937, 0.667], [-3.879, -0.342, 0.377], [-5.319, -0.148, 0.166], [1.500, 1.337, 0.226], [2.841, 1.190, 0.190], [5.285, 0.409, 0.999], [5.374, -1.085, 0.083], [5.416, 0.413, -0.713], [3.156, -2.038, -0.681], [0.714, -1.789, -0.936], [-1.044, -1.127, -1.761], [-1.605, 1.467, 1.637], [-3.683, -1.060, 1.143], [-5.411, 0.554, -0.696], [-5.656, 0.172, 1.138], [-5.722, -1.086, -0.264], [1.042, 2.134, 0.660], [3.460, 1.959, 0.600]],
  "mulliken_charge": [-1.520, 0.968, -1.013, -0.539, 0.864, 0.910, -0.528, -0.405, 0.141, -0.522, 0.393, -1.232, -0.795, -0.698, 0.396, 0.368, 0.356, 0.396, 0.243, 0.502, 0.414, 0.464, 0.309, 0.351, 0.344, 0.487, 0.346],
  "molar_mass_g_mol": 185.25,
  "homo_energy_ev": -12.0,
  "e_lumo_ev": -4.71,
  "orbital_gap_ev": 7.256,
  "charge": 1
}


*2*
{
  "formula": "C12H13N2",
  "method": "the ωB97M-V functional and the def2-TZVPD basis",
  "elements": ["C", "N", "C", "C", "C", "C", "C", "C", "C", "C", "C", "N", "C", "C", "H", "H", "H", "H", "H", "H", "H", "H", "H", "H", "H", "H", "H"],
  "coordinates": [[-2.594, -0.166, 0.912], [-1.566, -0.310, -0.074], [-0.890, -1.555, 0.004], [0.430, -1.652, -0.219], [1.461, -0.667, -0.364], [2.733, -0.995, -0.894], [3.831, -0.105, -0.761], [3.687, 1.063, -0.001], [2.443, 1.377, 0.515], [1.340, 0.562, 0.275], [0.029, 1.168, 0.689], [-0.463, 2.042, -0.126], [-1.230, 1.922, -1.059], [-1.645, 0.435, -1.292], [-2.975, 0.873, 0.879], [-3.457, -0.954, 0.704], [-2.244, -0.386, 1.968], [-1.577, -2.348, 0.319], [0.851, -2.592, -0.046], [2.724, -1.856, -1.408], [4.785, -0.434, -1.264], [4.572, 1.729, 0.296], [2.225, 2.310, 1.097], [-0.087, 1.326, 1.821], [-1.355, 2.680, -1.717], [-2.620, 0.447, -1.760], [-0.833, 0.029, -1.855]],
  "mulliken_charge": [-1.045, 0.071, -0.703, -0.531, 0.648, -0.865, -0.631, -0.434, -0.698, 0.978, -0.135, -0.126, -0.410, -0.470, 0.383, 0.335, 0.349, 0.384, 0.491, 0.664, 0.338, 0.328, 0.377, 0.348, 0.565, 0.434, 0.355],
  "molar_mass_g_mol": 185.25,
  "homo_energy_ev": [-12.3, -12.3],
  "e_lumo_ev": [-4.28, -4.28],
  "orbital_gap_ev": [7.987, 7.986],
  "charge": 1
}


Which is the most stable structure? *2* is the most stable.


*1*
{
  "formula": "C6H10NO",
  "method": "the ωB97M-V functional and the def2-TZVPD basis",
  "elements": ["C", "C", "C", "C", "C", "C", "N", "O", "H", "H", "H", "H", "H", "H", "H", "H", "H", "H"],
  "coordinates": [[2.259, 0.693, 0.402], [2.398, 1.691, -0.390], [1.168, -0.317, 0.701], [-2.073, 1.447, -0.420], [-0.710, 1.077, -0.069], [-0.963, -1.291, 0.080], [-0.016, -0.198, -0.226], [-1.576, 1.198, 0.929], [3.131, 0.303, 1.172], [3.194, 2.373, -0.617], [1.433, -1.257, 0.449], [0.685, -0.160, 1.627], [-2.299, 2.568, -0.465], [-2.943, 0.763, -0.825], [-1.851, -1.200, -0.398], [-0.520, -2.243, -0.405], [-1.285, -1.221, 1.084], [0.456, -0.116, -1.084]],
  "mulliken_charge": [-0.022, -0.584, -0.507, -0.245, 0.204, -0.958, -0.033, -0.340, 0.230, 0.334, 0.518, 0.383, 0.256, 0.196, 0.437, 0.335, 0.418, 0.381],
  "molar_mass_g_mol": 112.15,
  "homo_energy_ev": [-13.6, -13.4],
  "e_lumo_ev": [-4.68, -4.82],
  "orbital_gap_ev": [8.940, 8.545],
  "charge": 1
}


*2*
{
  "formula": "C6H10NO",
  "method": "the ωB97M-V functional and the def2-TZVPD basis",
  "elements": ["C", "C", "C", "N", "C", "C", "C", "O", "H", "H", "H", "H", "H", "H", "H", "H", "H", "H"],
  "coordinates": [[-3.070, -0.774, -0.548], [-1.831, -0.544, -0.896], [-0.947, 0.036, 0.080], [0.341, 0.146, -0.088], [1.145, -0.151, -1.344], [1.138, 0.560, 0.992], [2.409, 0.211, 1.205], [0.216, 1.061, 2.039], [-3.723, -1.017, -1.333], [-3.452, -0.345, 0.328], [-1.432, -0.930, -1.857], [-1.309, 0.590, 0.865], [0.337, -0.350, -2.078], [1.702, -1.110, -1.092], [1.837, 0.696, -1.433], [2.942, 0.528, 2.025], [2.964, -0.183, 0.383], [0.731, 1.577, 2.754]],
  "mulliken_charge": [-0.825, -0.377, 0.550, 0.136, -0.957, 0.663, -1.001, -0.527, 0.337, 0.325, 0.130, 0.544, 0.205, 0.426, 0.399, 0.309, 0.299, 0.363],
  "molar_mass_g_mol": 112.15,
  "homo_energy_ev": -13.8,
  "e_lumo_ev": -5.25,
  "orbital_gap_ev": 8.562,
  "charge": 1
}


*3*
{
  "formula": "C6H10NO",
  "method": "the ωB97M-V functional and the def2-TZVPD basis",
  "elements": ["C", "C", "C", "C", "C", "C", "N", "O", "H", "H", "H", "H", "H", "H", "H", "H", "H", "H"],
  "coordinates": [[1.052, 0.323, 1.677], [-2.416, -0.681, 0.352], [-1.357, -0.824, 1.106], [1.950, -0.136, -0.364], [0.487, -0.304, -0.661], [-0.145, 0.989, -1.359], [-0.092, -0.708, 0.586], [2.024, 0.550, 0.958], [0.979, 0.719, 2.650], [-3.433, -0.859, 0.679], [-2.132, -0.384, -0.650], [-1.308, -1.296, 2.137], [2.517, -1.118, -0.280], [2.598, 0.616, -0.884], [0.288, -1.031, -1.484], [0.403, 1.472, -2.090], [-0.304, 1.700, -0.489], [-1.110, 0.973, -1.885]],
  "mulliken_charge": [0.118, -0.719, 0.224, -0.495, 0.301, -1.329, -0.265, -0.158, 0.442, 0.299, 0.124, 0.297, 0.301, 0.320, 0.370, 0.435, 0.351, 0.385],
  "molar_mass_g_mol": 112.15,
  "homo_energy_ev": -13.2,
  "e_lumo_ev": -5.51,
  "orbital_gap_ev": 7.659,
  "charge": 1
}


Which is the most stable structure? *2* is the most stable.


*1*
{
  "formula": "C11H12",
  "method": "the ωB97M-V functional and the def2-TZVPD basis",
  "elements": ["C", "C", "C", "C", "C", "C", "C", "C", "C", "C", "C", "H", "H", "H", "H", "H", "H", "H", "H", "H", "H", "H", "H"],
  "coordinates": [[-3.837, 1.564, -0.347], [-3.132, 0.605, -0.513], [-2.065, -0.251, -0.476], [-1.677, -0.906, 0.615], [-0.726, -2.089, 0.654], [0.447, -2.229, 0.013], [1.208, -1.206, -0.713], [1.613, 0.037, -0.302], [2.241, 0.943, -1.326], [1.057, 0.613, 0.922], [1.287, 1.800, 1.439], [-4.760, 2.035, -0.208], [-1.479, -0.436, -1.304], [-2.427, -0.680, 1.346], [-0.953, -3.002, 1.154], [0.800, -3.154, 0.117], [1.518, -1.716, -1.526], [3.257, 1.396, -0.848], [1.705, 1.868, -1.382], [2.502, 0.383, -2.189], [0.506, -0.151, 1.547], [0.854, 1.995, 2.332], [2.059, 2.582, 0.994]],
  "mulliken_charge": [-0.271, -0.708, 0.193, -0.473, -0.429, -0.640, -1.159, 1.421, -1.433, 0.041, -1.058, 0.379, 0.492, 0.374, 0.360, 0.533, 0.536, 0.270, 0.369, 0.398, 0.258, 0.378, 0.169],
  "molar_mass_g_mol": 144.22,
  "homo_energy_ev": -8.2,
  "e_lumo_ev": 0.15,
  "orbital_gap_ev": 8.327
}


*2*
{
  "formula": "C11H12",
  "method": "the ωB97M-V functional and the def2-TZVPD basis",
  "elements": ["C", "C", "C", "C", "C", "C", "C", "C", "C", "C", "C", "H", "H", "H", "H", "H", "H", "H", "H", "H", "H", "H", "H"],
  "coordinates": [[-3.120, -0.592, 0.551], [-1.812, -0.497, 0.508], [-0.985, 0.463, -0.092], [-1.803, 1.698, -0.362], [0.435, 0.320, -0.053], [1.336, 1.433, -0.066], [2.687, 1.140, 0.241], [3.173, -0.239, 0.201], [2.350, -1.287, 0.135], [1.007, -0.971, -0.181], [0.264, -2.052, -0.643], [-3.706, -1.187, 1.307], [-3.773, 0.208, 0.186], [-1.281, -1.358, 1.000], [-1.254, 2.411, -0.929], [-2.313, 2.199, 0.553], [-2.629, 1.484, -1.109], [1.219, 2.496, -0.190], [3.365, 1.938, 0.203], [4.236, -0.151, 0.482], [2.570, -2.390, 0.153], [-0.659, -2.032, -1.149], [0.695, -3.035, -0.746]],
  "mulliken_charge": [-0.935, -0.431, 1.134, -1.643, 0.702, -0.647, -0.599, -0.398, -0.784, 1.214, -1.554, 0.259, 0.246, 0.357, 0.419, 0.321, 0.370, 0.320, 0.400, 0.300, 0.278, 0.389, 0.285],
  "molar_mass_g_mol": 144.22,
  "homo_energy_ev": [-7.2, -7.2],
  "e_lumo_ev": [-0.47, -0.58],
  "orbital_gap_ev": [6.734, 6.617]
}


Which is the most stable structure? *2* is the most stable.


*1*
{
  "formula": "C4H9NO3",
  "method": "the ωB97M-V functional and the def2-TZVPD basis",
  "elements": ["C", "C", "C", "O", "N", "C", "O", "H", "H", "H", "H", "H", "H", "H", "O", "H", "H"],
  "coordinates": [[1.554, 1.139, 1.711], [0.666, 1.458, 0.532], [-0.472, 0.534, 0.306], [-1.571, 0.711, 0.777], [-0.236, -0.530, -0.559], [0.944, -1.089, -1.072], [0.899, -2.178, -1.593], [2.165, 0.254, 1.512], [2.186, 1.938, 2.101], [0.960, 0.952, 2.618], [0.281, 2.481, 0.706], [1.191, 1.812, -0.375], [-1.076, -1.025, -0.813], [1.888, -0.582, -0.885], [-2.889, -1.931, -1.354], [-2.738, -2.453, -2.149], [-3.752, -1.491, -1.461]],
  "mulliken_charge": [-1.022, -0.616, 0.601, -0.579, 0.015, -0.003, -0.526, 0.250, 0.373, 0.303, 0.279, 0.361, 0.227, 0.381, -0.671, 0.315, 0.314],
  "molar_mass_g_mol": 119.12,
  "homo_energy_ev": -10.1,
  "e_lumo_ev": 0.70,
  "orbital_gap_ev": 10.795
}


*2*
{
  "formula": "C4H9NO3",
  "method": "the ωB97M-V functional and the def2-TZVPD basis",
  "elements": ["C", "C", "N", "O", "O", "H", "H", "H", "H", "H", "C", "C", "O", "H", "H", "H", "H"],
  "coordinates": [[1.025, 0.332, 1.823], [-0.395, -1.292, -1.186], [0.118, 0.134, 2.771], [0.690, -1.756, -0.503], [-0.910, -1.947, -2.057], [0.927, -2.611, -0.897], [-0.736, -0.247, 2.310], [-0.078, 0.905, 3.396], [1.282, -0.511, 1.197], [1.750, 1.127, 1.982], [-0.196, 1.113, -1.749], [-0.836, 0.116, -0.761], [-0.589, 0.431, 0.553], [-1.923, 0.120, -0.946], [-0.566, 2.112, -1.518], [0.889, 1.104, -1.632], [-0.452, 0.871, -2.782]],
  "mulliken_charge": [0.018, 0.407, -0.426, -0.434, -0.579, 0.312, 0.341, 0.280, 0.119, 0.301, -1.263, 0.390, -0.702, 0.227, 0.317, 0.306, 0.385],
  "molar_mass_g_mol": 119.12,
  "homo_energy_ev": -8.8,
  "e_lumo_ev": 0.50,
  "orbital_gap_ev": 9.333
}


Which is the most stable structure? *1* is the most stable.